P) The molecule C4H4N2, computed with ωB97M-V/def2-TZVPD.

Values from the calculation:
HOMO-LUMO gap = 8.50 eV
2S+1 = 1
HOMO level = -8.833 eV
Structure (SMILES) = CN1C=C1C#N

Atoms and positions in Å:
C: -0.978 -0.457 0.420
C: -0.703 -1.779 0.561
C: -1.286 0.588 -0.304
C: 1.120 0.721 -0.099
N: -0.173 0.815 0.569
N: -0.371 -2.897 0.507
H: -1.848 1.072 -1.010
H: 1.031 0.024 -0.834
H: 1.912 0.189 0.633
H: 1.296 1.723 -0.442

Q) The molecule C4H4N2, computed with ωB97M-V/def2-TZVPD.

Values from the calculation:
HOMO-LUMO gap = 8.48 eV
2S+1 = 1
HOMO level = -8.827 eV
Structure (SMILES) = C=C=C=NN=C

Atoms and positions in Å:
C: 0.958 0.939 -0.079
C: -0.253 1.191 0.226
C: 2.253 0.702 -0.145
C: -1.805 -1.292 0.023
N: -1.507 1.029 0.195
N: -1.978 -0.081 -0.266
H: 3.107 1.376 0.311
H: 2.663 -0.215 -0.684
H: -2.336 -2.130 -0.523
H: -1.101 -1.520 0.942

R) A 3-piece molecular cluster, C4H4N2 overall, computed with ωB97M-V/def2-TZVPD.

Values from the calculation:
HOMO-LUMO gap = 10.73 eV
2S+1 = 1
HOMO level = -9.525 eV
Structure (SMILES) = C#C.C#C.N#N

Atoms and positions in Å:
C: 1.201 1.008 0.002
C: 1.850 0.021 -0.214
N: 0.576 -2.117 -0.104
N: -0.477 -2.133 0.218
C: -1.856 -0.054 0.213
C: -1.254 0.948 -0.064
H: 0.956 2.016 0.204
H: 2.556 -0.748 -0.380
H: -2.522 -0.847 0.428
H: -1.053 1.952 -0.324

Least stable structure: Q)

P) A 4-piece molecular cluster, CH8O4 overall, computed with ωB97M-V/def2-TZVPD.

Values from the calculation:
HOMO-LUMO gap = 10.52 eV
2S+1 = 1
HOMO level = -10.151 eV
Structure (SMILES) = C=O.O.O.O

Atoms and positions in Å:
O: 0.518 -2.997 -0.704
C: 0.934 -2.145 -1.367
H: 1.930 -1.747 -1.324
H: 0.205 -1.653 -2.208
H: 0.669 0.904 0.465
H: 1.946 0.207 0.099
O: 1.486 1.014 -0.051
H: -1.064 0.980 1.618
H: -0.634 0.344 3.045
O: -0.333 0.820 2.293
H: -1.650 2.240 -0.296
H: -2.054 0.831 -1.220
O: -1.953 1.202 -0.351

Q) A 4-piece molecular cluster, CH8O4 overall, computed with ωB97M-V/def2-TZVPD.

Values from the calculation:
HOMO-LUMO gap = 10.80 eV
2S+1 = 1
HOMO level = -10.433 eV
Structure (SMILES) = C=O.O.O.O

Atoms and positions in Å:
O: -1.249 2.759 -0.775
C: -0.858 1.997 -1.609
H: -1.078 0.919 -1.600
H: -0.194 2.295 -2.435
H: 2.525 -0.661 1.344
H: 1.816 -1.912 1.721
O: 2.137 -1.447 0.927
H: 1.250 1.082 2.479
H: 2.632 1.560 2.880
O: 2.068 0.773 2.888
H: -3.672 -2.082 -1.714
H: -2.256 -2.630 -1.842
O: -3.121 -2.654 -2.262

Least stable structure: P)

P) The molecule C7H11NO, computed with ωB97M-V/def2-TZVPD.

Values from the calculation:
HOMO-LUMO gap = 8.57 eV
2S+1 = 1
HOMO level = -7.573 eV
Structure (SMILES) = C[C@]12C[C@@H]1[C@H]1N[C@@H]1CO2

Atoms and positions in Å:
C: 0.178 1.017 1.355
C: 0.947 0.579 0.108
C: 1.050 1.696 -0.795
C: 0.072 0.467 -1.132
C: -1.192 -0.046 -0.684
C: -0.591 -1.388 -0.525
C: 0.406 -1.541 0.715
H: -0.367 2.045 1.100
H: -0.720 0.435 1.695
H: 1.165 1.016 2.134
H: 1.992 2.214 -1.499
H: 0.729 2.448 0.156
H: 0.810 -0.198 -1.798
H: -1.401 0.524 0.293
H: -2.497 -1.393 -1.499
H: -0.282 -2.158 -1.511
H: -0.342 -1.336 1.631
H: 0.682 -2.564 0.784
N: -2.135 -1.049 -0.677
O: 1.497 -0.769 0.151

Q) The molecule C7H11NO, computed with ωB97M-V/def2-TZVPD.

Values from the calculation:
HOMO-LUMO gap = 10.50 eV
2S+1 = 1
HOMO level = -9.741 eV
Structure (SMILES) = O=C=NC1CCCCC1

Atoms and positions in Å:
C: -1.087 0.869 -2.815
C: -0.321 0.836 -0.650
C: 1.181 0.526 -0.616
C: 1.383 -0.271 0.759
C: 0.491 -0.084 1.922
C: -0.902 -0.845 1.244
C: -1.202 -0.359 -0.295
H: -0.474 1.254 0.351
H: 1.878 1.448 -0.599
H: 1.397 -0.090 -1.506
H: 1.004 -1.392 0.380
H: 2.579 -0.271 1.152
H: 0.522 0.997 1.759
H: 1.068 -0.449 2.864
H: -1.545 -0.510 1.969
H: -0.741 -2.083 1.250
H: -2.224 -0.209 -0.859
H: -0.999 -1.385 -0.692
N: -0.896 1.559 -1.741
O: -1.114 0.458 -3.877

R) The molecule C7H11NO, computed with ωB97M-V/def2-TZVPD.

Values from the calculation:
HOMO-LUMO gap (spin up / spin down) = 6.26 / 8.28 eV
2S+1 = 1
HOMO level (spin up / spin down) = -6.429 / -7.955 eV

Atoms and positions in Å:
C: -1.481 -1.323 -0.927
C: 0.618 0.197 -0.895
C: -0.772 -0.082 -0.417
C: 1.224 0.217 0.356
N: 1.054 0.374 -2.156
C: -0.183 -0.093 1.109
C: 2.457 0.053 0.877
C: -0.730 0.808 2.068
O: -1.587 1.070 -0.595
H: -1.990 1.253 0.276
H: 2.028 0.565 -2.326
H: 0.409 0.726 -2.847
H: -0.147 -1.119 1.483
H: -2.391 -1.483 -0.347
H: -0.845 -2.206 -0.832
H: -1.768 -1.204 -1.973
H: 2.608 0.158 1.944
H: 3.312 -0.248 0.280
H: -1.052 0.462 3.039
H: -0.764 1.874 1.880

Least stable structure: P)

P) The molecule C7H11NO, computed with ωB97M-V/def2-TZVPD.

Values from the calculation:
HOMO-LUMO gap = 8.46 eV
2S+1 = 1
HOMO level = -8.037 eV
Structure (SMILES) = C=C=C(C)[C@H](C)C(N)=O

Atoms and positions in Å:
C: 0.024 0.192 2.203
C: 2.243 -0.202 0.139
C: 0.438 0.474 -1.508
C: -1.563 0.105 0.359
C: -0.308 -0.009 0.750
N: -0.267 -0.185 -2.485
C: 0.774 -0.409 -0.240
C: -2.830 0.047 0.080
O: 0.860 1.608 -1.698
H: -0.569 0.405 -3.250
H: -0.899 -0.925 -2.210
H: 0.625 -1.463 -0.503
H: 0.996 0.667 2.353
H: 0.011 -0.773 2.720
H: -0.708 0.845 2.691
H: -3.204 0.383 -0.881
H: -3.549 -0.276 0.825
H: 2.604 0.804 -0.102
H: 2.863 -0.902 -0.433
H: 2.459 -0.383 1.193

Q) The molecule C7H11NO, computed with ωB97M-V/def2-TZVPD.

Values from the calculation:
HOMO-LUMO gap (spin up / spin down) = 7.44 / 7.45 eV
2S+1 = 1
HOMO level (spin up / spin down) = -8.054 / -8.054 eV

Atoms and positions in Å:
C: -2.126 -0.400 0.869
C: -0.668 -0.624 1.148
C: 0.239 0.885 1.038
N: -0.281 -1.668 1.757
O: -0.468 1.898 1.190
H: 0.728 -1.663 1.927
H: 1.046 0.614 1.737
H: -2.664 -1.347 0.890
H: -2.535 0.264 1.632
H: -2.270 0.104 -0.088
C: 0.094 -1.554 -1.474
C: 1.727 1.931 -1.006
C: 0.984 0.772 -0.465
C: 0.486 -0.345 -0.768
H: -0.992 -1.664 -1.505
H: 0.514 -2.448 -1.012
H: 0.458 -1.472 -2.505
H: 1.143 2.831 -0.798
H: 2.684 2.039 -0.489
H: 1.901 1.846 -2.079

Least stable structure: Q)